(1)
Computed, not measured: 7 unconnected molecules or ions with the total composition C23H42Cl12F8NO3PSi at a distorted geometry, with ωB97M-V/def2-TZVPD.

Summary:
- SMILES: CP(O)[Si@@H](CCOCC(F)(F)C(F)(F)C(F)(F)C(F)F)CCC(N)=O.ClCCCl.ClCCCl.ClCCCl.ClCCCl.ClCCCl.ClCCCl
- Kohn-Sham gap: 0.2909 hartree
- E: -8134.15721 Ha

CARTESIAN COORDINATES (ANGSTROEM)
Cl  -0.43  3.12  6.49
Cl  -2.57  1.27  4.10
F  -4.03  1.57  -2.09
H  -1.74  4.75  -2.30
H  -0.33  0.77  -3.87
Cl  3.40  -3.38  -1.54
H  0.42  -1.79  -3.52
C  7.45  -7.17  0.39
H  2.36  0.03  -1.93
C  2.11  -5.75  -1.15
F  -5.65  -0.21  0.37
H  -4.04  -1.66  -2.81
H  -4.37  2.75  4.38
C  0.37  -1.79  -2.42
C  4.25  4.07  4.19
N  -2.28  4.21  -2.96
O  -2.04  -1.31  -2.45
C  0.12  1.22  -2.99
H  -1.03  0.17  -7.40
C  -0.93  2.13  -2.35
H  1.85  -5.72  -2.20
H  4.68  2.06  3.52
F  -6.86  2.19  -0.17
C  -3.31  -1.72  -2.01
C  -2.14  -1.04  -6.04
H  -0.91  -1.55  -7.74
Cl  5.21  -8.43  -0.54
F  -3.96  -1.91  0.23
F  -4.27  1.91  -0.02
C  4.44  2.59  4.44
H  -3.19  3.40  2.24
H  -1.66  1.57  -1.78
H  2.04  1.95  0.93
H  0.94  1.86  -3.34
H  -0.43  2.80  -1.64
C  3.40  -5.03  -0.88
P  0.31  0.37  0.27
F  -5.86  -0.69  -1.67
C  -5.04  -0.15  -0.81
C  -1.02  -2.22  -2.01
H  5.20  4.51  3.89
Cl  0.62  6.19  5.41
H  -0.68  -0.77  1.80
H  -1.12  -2.40  -0.94
H  2.63  0.25  1.18
Si  0.88  -0.08  -1.83
Cl  -1.21  4.26  3.19
H  1.08  -2.55  -2.11
H  -3.22  -2.77  -1.74
H  -3.50  4.76  3.33
Cl  2.98  1.83  5.14
C  0.61  5.59  7.09
C  -0.96  -0.81  -6.94
C  1.79  0.94  1.23
F  -2.72  -0.25  -0.26
H  8.53  -7.21  0.51
C  -3.29  2.88  4.33
F  -6.83  1.75  -2.33
H  -2.95  3.27  5.29
H  3.90  4.58  5.09
H  5.25  2.43  5.15
C  -6.14  2.16  -1.28
C  -2.94  3.83  3.21
H  -5.81  3.18  -1.49
H  4.23  -5.56  -1.35
O  -1.63  2.71  -4.50
Cl  0.57  -0.85  -6.03
C  -4.85  1.35  -1.07
H  1.39  6.14  7.62
C  -3.73  -0.97  -0.70
Cl  0.75  -5.05  -0.23
Cl  7.06  -5.59  -0.31
H  -3.21  4.03  -2.60
H  -3.06  -0.88  -6.59
H  7.36  -8.20  -1.50
C  -1.62  3.01  -3.37
H  2.20  -6.79  -0.84
H  1.02  3.81  8.20
C  0.90  4.11  7.16
H  -0.35  5.83  7.53
Cl  -2.19  -2.71  -5.43
H  -1.22  -3.19  -2.49
H  7.00  -7.22  1.38
O  -0.15  -1.06  1.05
H  1.81  3.85  6.62
H  7.36  -9.25  -0.08
H  -2.12  -0.36  -5.19
C  6.99  -8.31  -0.48
H  1.47  0.95  2.27
Cl  3.08  4.40  2.89
H  3.61  -4.97  0.19

Results of the Mulliken charge analysis, in e, for atoms 1 through 5: number 1, Cl, carries -0.127; number 2, Cl, carries -0.151; number 3, F, carries -0.237; number 4, H, carries 0.291; number 5, H, carries -0.212

(2)
Computed, not measured: a molecular structure, C23H42Cl3HoN4O3Si at a distorted geometry, with ωB97M-V/def2-TZVPD.

Summary:
- Kohn-Sham gap (alpha / beta): 0.2805 / 0.2800 hartree
- E: -3964.70705 Ha
- Energy relative to the best compared isomer or geometry (same formula, charge and spin): 0.0 kcal per mole
- Multiplicity: 5

CARTESIAN COORDINATES (ANGSTROEM)
H  -0.37  6.82  -6.54
H  -0.89  0.66  7.08
H  1.04  -3.58  1.10
H  -1.21  2.77  0.88
C  -2.29  -4.29  1.17
H  -1.03  -5.77  -3.45
H  -0.42  5.96  1.36
H  -2.02  6.49  -5.97
H  -1.44  5.52  2.76
Si  -0.41  4.86  -5.00
H  -1.79  4.83  1.14
C  -1.03  -3.07  -1.70
H  1.65  5.03  2.58
C  -1.09  -3.68  0.80
C  -0.35  2.86  1.55
H  -2.52  4.26  -3.84
C  -2.28  -5.32  2.09
H  1.48  -1.69  -2.59
C  2.29  -1.07  -2.16
C  0.11  -4.09  1.38
C  -0.39  -4.88  -3.33
O  -0.02  -1.85  -0.13
H  2.07  -0.33  5.92
H  1.74  3.90  -4.21
H  2.97  -1.83  1.09
H  -2.00  0.13  5.80
H  -3.21  -3.94  0.71
H  3.11  -0.99  -2.88
H  -3.22  -5.80  2.37
C  0.08  -0.50  4.14
H  0.96  -0.49  7.30
H  -2.05  -2.03  -0.14
H  2.02  5.17  -5.42
Cl  -2.42  0.17  1.33
H  -1.08  -6.58  3.38
Ho  0.01  0.08  0.80
H  1.89  -0.09  -1.90
N  0.13  -0.70  2.98
H  4.06  -3.14  -1.83
C  0.12  -5.14  2.30
H  0.65  -5.23  -3.47
N  -0.13  4.04  2.10
H  3.61  -3.46  -0.12
H  -2.56  -1.92  -2.63
H  -0.62  -4.18  -4.15
C  1.13  -0.76  6.26
C  -1.12  -2.60  -0.26
Cl  -0.30  1.33  -1.36
N  2.78  -1.72  -0.95
C  -1.03  0.58  6.00
H  1.17  -1.85  6.17
H  -1.15  3.32  -3.19
H  -0.99  1.58  5.58
H  1.60  5.61  -3.75
C  2.64  -1.19  0.26
N  0.04  -0.27  5.39
C  -0.97  6.52  -5.66
H  -1.04  -1.04  -2.41
H  0.66  4.55  3.97
C  -0.99  5.15  1.83
O  0.43  1.92  1.83
C  -0.55  -4.28  -1.97
H  -1.37  5.03  -2.72
C  -1.46  4.32  -3.56
H  2.41  -3.73  -1.43
Cl  -0.66  3.47  -6.51
O  2.19  -0.04  0.47
C  -1.46  -2.03  -2.67
H  -0.86  7.31  -4.90
C  3.24  -3.09  -1.09
H  1.58  3.31  3.07
C  1.02  4.24  2.98
H  -1.18  -2.28  -3.70
H  1.06  -5.46  2.73
C  1.41  4.89  -4.55
C  -1.08  -5.76  2.66
H  -0.29  -4.94  -1.15

Results of the Mulliken charge analysis, in e, for atoms 1 through 5: number 1, H, carries 0.263; number 2, H, carries 0.286; number 3, H, carries 0.171; number 4, H, carries 0.313; number 5, C, carries -0.350

The lowest E belongs to which entry? C23H42Cl12F8NO3PSi

Which of these has the lowest E? C23H42Cl12F8NO3PSi